Entry 1:
C4H6N2O | ωB97M-V with the def2-TZVPD basis set

Output
energy relative to the best compared isomer or geometry (same formula, charge and spin) = 374.2 kJ/mol
frontier orbital gap (alpha / beta) = 8.4 / 8.4 eV
E_HOMO (alpha / beta) = -7.62 / -7.62 eV

```
! RIJCOSX wB97M-V def2-TZVPD def2/J DEFGRID3
* xyz 0 1
O 1.282 -0.725 -0.095
N -0.336 0.987 -0.012
N -2.207 -0.570 0.425
C 0.020 -0.270 0.055
C -1.057 -1.161 0.238
C 2.227 0.280 -0.401
C -1.574 1.315 -0.030
H -1.903 2.048 0.719
H 1.967 0.796 -1.334
H -0.900 -2.237 0.151
H -2.981 -1.247 0.385
H 3.180 -0.237 -0.507
H 2.282 1.020 0.406
*
```


Entry 2:
C31H30FNO5PdSb | ωB97M-V with the def2-TZVPD basis set

Output
energy relative to the best compared isomer or geometry (same formula, charge and spin) = 166.7 kJ/mol
frontier orbital gap (alpha / beta) = 7.5 / 6.2 eV
E_HOMO (alpha / beta) = -9.93 / -11.84 eV

```
! RIJCOSX wB97M-V def2-TZVPD def2/J DEFGRID3
* xyz 1 5
Sb 1.249 0.117 0.465
Pd -0.960 0.163 -1.045
F -6.892 -0.123 -0.453
O -3.886 -1.212 -3.365
O -0.784 -0.362 -3.149
O -1.087 -1.930 0.559
O 1.224 -0.325 -2.219
O -2.925 -1.321 -1.324
N -0.989 -3.041 -2.259
C 1.152 2.768 -1.062
C 1.520 2.225 0.160
C 0.155 0.953 3.256
C 1.391 4.108 -1.320
C 0.263 -2.481 -2.667
C 1.985 4.898 -0.351
C 4.044 -0.174 -0.846
C -1.948 2.317 -0.945
C -5.692 0.449 -0.582
C -0.176 0.790 4.591
C 4.068 -0.498 1.543
C -4.105 1.601 -1.932
C -4.824 0.440 0.508
C 2.135 3.011 1.124
C 5.447 -0.611 1.511
C -3.145 -1.552 -2.502
C 0.220 -0.920 -2.665
C 6.125 -0.504 0.308
C 0.806 -0.064 2.578
C -0.491 -3.164 0.217
C -3.188 1.642 -0.840
C 5.426 -0.276 -0.866
C -5.342 1.028 -1.799
C -2.108 -2.869 -3.047
C -3.594 1.036 0.390
C 0.797 -1.405 4.562
C 3.375 -0.290 0.362
C 0.138 -0.392 5.240
C -1.069 -3.824 -1.046
C 2.359 4.353 0.867
C 1.112 -1.253 3.223
H 1.062 -2.806 -2.001
H -0.134 -0.528 6.274
H 3.495 -0.004 -1.763
H 7.199 -0.603 0.288
H -2.050 -2.048 0.590
H -3.815 2.043 -2.874
H -0.087 1.882 2.753
H -6.046 1.015 -2.616
H 5.961 -0.171 -1.799
H 0.521 -2.774 -3.691
H 2.831 4.974 1.613
H -2.925 1.073 1.244
H 2.170 5.940 -0.550
H -1.471 2.656 -0.024
H 1.611 -2.056 2.689
H 1.117 4.525 -2.279
H -0.524 -4.767 -1.189
H 3.540 -0.561 2.483
H 1.051 -2.324 5.068
H -1.884 -2.597 -4.073
H 0.707 2.133 -1.830
H 0.579 -2.961 0.097
H 2.455 2.570 2.060
H -2.823 -3.685 -2.968
H 5.991 -0.779 2.429
H -1.756 2.907 -1.839
H -2.121 -4.055 -0.871
H -0.687 1.580 5.120
H -5.143 -0.017 1.433
H -0.612 -3.871 1.050
*
```


Entry 3:
C3H5NO3 | ωB97M-V with the def2-TZVPD basis set

Output
energy relative to the best compared isomer or geometry (same formula, charge and spin) = 614.3 kJ/mol
frontier orbital gap = 11.1 eV
E_HOMO = -10.28 eV

```
! RIJCOSX wB97M-V def2-TZVPD def2/J DEFGRID3
* xyz 0 1
O 2.979 -0.297 0.333
O 1.731 0.939 -0.918
O 0.907 -0.483 0.535
N 1.960 0.154 -0.065
C -0.761 -1.352 -0.554
C -1.082 1.000 0.508
C -0.478 -0.259 0.101
H -0.991 1.612 -0.409
H -1.663 -1.643 -1.028
H 0.006 -2.092 -0.482
H -0.458 1.496 1.214
H -2.148 0.926 0.765
*
```


Entry 4:
C2H6CsO | ωB97M-V with the def2-TZVPD basis set

Output
energy relative to the best compared isomer or geometry (same formula, charge and spin) = 0.6 kJ/mol
frontier orbital gap = 10.8 eV
E_HOMO = -14.46 eV

```
! RIJCOSX wB97M-V def2-TZVPD def2/J DEFGRID3
* xyz 1 1
Cs 0.080 0.182 3.901
O 0.408 0.624 0.982
C 0.225 -0.456 0.043
C -0.466 0.036 -1.214
H 0.146 0.778 -1.726
H -0.632 -0.768 -1.934
H -1.454 0.411 -0.951
H -0.400 -1.201 0.538
H 1.191 -0.921 -0.165
H 0.904 1.315 0.526
*
```


Entry 5:
CH6NO | ωB97M-V with the def2-TZVPD basis set

Output
energy relative to the best compared isomer or geometry (same formula, charge and spin) = 88.8 kJ/mol
frontier orbital gap = 6.5 eV
E_HOMO = -2.23 eV

```
! RIJCOSX wB97M-V def2-TZVPD def2/J DEFGRID3
* xyz -1 1
O -2.349 1.248 1.176
N -0.100 -0.444 0.014
C 1.177 -0.184 -0.521
H 1.284 0.686 -1.126
H -2.528 0.747 0.396
H 1.918 0.007 0.307
H -0.306 -1.182 0.744
H 1.719 -1.137 -0.934
H -0.815 0.260 -0.056
*
```


Entry 6:
C6H15NO | ωB97M-V with the def2-TZVPD basis set

Output
energy relative to the best compared isomer or geometry (same formula, charge and spin) = 371.4 kJ/mol
frontier orbital gap = 8.8 eV
E_HOMO = -8.03 eV

```
! RIJCOSX wB97M-V def2-TZVPD def2/J DEFGRID3
* xyz 0 1
O -1.509 -1.772 3.458
N 3.413 1.581 0.930
C 0.426 -0.573 -0.295
C -1.882 -0.284 -1.487
C -1.065 -0.204 -0.204
C -1.514 0.600 -2.653
C 2.525 0.565 0.736
C 1.272 0.583 0.214
H -1.505 -0.807 0.659
H -1.126 0.885 0.327
H 0.734 -1.605 0.212
H -1.718 -1.325 -1.880
H -2.404 1.266 -2.697
H 3.011 -0.411 1.245
H -0.533 1.159 -2.240
H 0.725 -1.008 -1.208
H -0.628 -1.862 3.814
H -1.621 -2.669 3.206
H 3.689 1.791 1.943
H 0.898 1.590 0.155
H -1.225 0.049 -3.466
H -3.057 -0.014 -1.339
H 3.095 2.465 0.571
*
```